# 1
Entry from the OMol25 dataset: a molecular structure, C19H23AsN2O2S2V at a distorted geometry (the ωB97M-V functional and the def2-TZVPD basis).

The geometry in XYZ format:
```
50
Properties=species:S:1:pos:R:3:forces:R:3
V -14.228338 8.296540 -0.274038 -0.111 -0.453 -0.511
C -14.128230 8.929523 -3.513496 0.631 0.274 0.203
C -15.179245 9.319236 -2.525629 0.323 0.271 0.228
N -14.851571 10.119554 -1.562384 -0.383 0.250 -0.518
N -15.946486 10.657170 -0.842898 0.341 -0.698 -0.234
C -15.738751 10.669195 0.416758 -0.568 0.042 0.536
S -14.294044 10.103168 1.248125 -0.083 0.299 0.580
S -17.110811 11.115930 1.485684 0.546 -0.057 -0.381
C -18.520697 10.929172 0.358635 -0.421 0.191 0.001
C -18.840346 12.091954 -0.555873 -0.250 -0.412 -0.114
C -18.772393 11.899773 -1.933019 0.058 0.252 -0.116
C -19.133616 12.900558 -2.820164 -0.256 0.398 -0.045
C -19.617109 14.127454 -2.329794 0.885 -0.263 -1.021
C -19.664936 14.312979 -0.972575 -0.246 0.279 0.783
C -19.311760 13.304878 -0.087191 0.239 -0.117 0.264
C -16.484936 8.679727 -2.684875 -0.663 -0.339 0.474
C -17.384893 8.913638 -3.707784 0.658 0.674 -0.377
C -18.536137 8.183635 -3.799383 -0.952 -0.283 -0.206
C -18.840649 7.229383 -2.832689 -0.231 -0.236 0.138
C -17.975904 6.961282 -1.803548 1.293 0.432 0.374
C -16.734908 7.653005 -1.752712 0.059 -0.464 0.045
O -15.766668 7.285198 -0.917931 -0.383 0.091 0.262
H -13.134752 9.166527 -3.111017 -0.155 0.011 -0.184
H -14.181551 7.872404 -3.770420 -0.098 0.047 -0.072
H -14.279114 9.541157 -4.412386 0.011 -0.231 0.005
H -18.382533 10.027899 -0.238250 0.176 -0.016 0.064
H -19.377333 10.735365 1.026404 0.323 0.142 -0.117
H -18.389133 10.968260 -2.306935 0.073 -0.272 -0.097
H -19.019523 12.728416 -3.893859 -0.116 0.110 0.337
H -19.787243 14.970018 -3.009279 -0.212 -0.443 0.235
H -19.976925 15.259511 -0.556933 -0.098 0.154 -0.057
H -19.360073 13.468354 0.985999 -0.051 0.085 -0.089
H -17.158909 9.691134 -4.440941 -0.112 -0.193 0.117
H -19.228702 8.359379 -4.608025 -0.066 0.058 -0.080
H -19.753120 6.648713 -2.861013 -0.158 0.147 -0.259
H -18.161888 6.217294 -1.033248 -0.052 0.054 -0.217
C -11.654738 8.400032 2.659948 0.358 0.415 0.323
As -11.583936 7.016012 1.375722 -1.962 -0.146 -0.834
C -11.110522 5.383023 2.215960 0.770 -0.133 0.289
C -10.390287 7.507071 0.004384 0.704 -0.115 -0.054
O -13.091433 6.822637 0.599287 1.140 0.260 0.695
H -10.844625 8.331453 3.385365 0.125 -0.006 -0.130
H -12.583740 8.300192 3.190572 -0.524 0.002 0.192
H -11.639939 9.373079 2.161112 -0.001 -0.171 0.042
H -10.174338 5.563728 2.781706 -0.485 -0.299 -0.280
H -10.978850 4.581194 1.484567 0.037 0.242 0.065
H -11.908504 5.104397 2.895843 -0.082 0.042 0.107
H -9.360814 7.622568 0.346076 -0.056 -0.049 -0.029
H -10.746365 8.448816 -0.394322 -0.074 0.165 -0.140
H -10.463009 6.727120 -0.746057 0.097 0.012 -0.198
```
Positions in Å, forces in eV/Å.

Calculated values
spin multiplicity: 4
HOMO (spin up / spin down): -0.26000 / -0.27686 Ha
Kohn-Sham gap (spin up / spin down): 0.25956 / 0.27415 Ha
energy: -4973.93444 a.u.
ΔE to the lowest compared entry with this formula, charge and spin: 0.162 eV

natural (NBO) atomic charge list, values in e, 4 entries: 1.19, -0.66, 0.33, -0.35

# 2
Entry from the OMol25 dataset: a molecular structure, C19H23ClGeN4O6S4SeYb at a distorted geometry (the ωB97M-V functional and the def2-TZVPD basis).

The geometry in XYZ format:
```
60
Properties=species:S:1:pos:R:3:forces:R:3
Yb 10.939161 12.123322 10.014723 0.651 0.238 -1.272
S 12.283067 13.904312 8.514042 0.190 -0.146 0.410
C 11.404722 14.298089 7.070835 0.023 0.109 -0.064
C 12.100213 15.255588 6.254938 -0.345 -0.569 0.245
N 12.782463 15.958425 5.659801 0.191 0.529 -0.422
C 10.227192 13.726626 6.715308 -0.068 0.214 -0.054
S 9.518793 12.498343 7.747988 -0.491 -0.070 -0.194
C 9.500617 14.140831 5.515177 0.341 -0.620 1.204
N 8.807915 14.399799 4.635134 0.048 0.153 -0.279
O 11.785519 8.097069 8.079163 -0.727 0.084 -0.647
C 12.666580 7.615139 8.944830 1.362 -0.098 1.129
C 12.914222 6.237541 8.951575 -0.322 0.194 -0.245
C 13.900215 5.674315 9.739850 0.266 0.180 0.128
C 14.681219 6.494823 10.547388 0.441 0.621 0.756
C 14.400589 7.855521 10.633237 -0.604 -0.543 -0.805
C 13.393001 8.435485 9.838832 0.026 0.001 0.490
C 13.021668 9.870559 10.056914 -0.828 -1.416 -1.053
O 11.864594 10.250402 9.531152 0.928 -0.227 0.348
N 13.820015 10.582808 10.755629 0.573 1.273 0.488
N 13.320066 11.881077 10.871757 -0.624 0.032 0.399
C 13.805658 12.655931 11.758148 0.406 0.030 0.247
S 13.114981 14.258432 11.909249 0.228 0.501 0.285
C 13.670598 14.491135 13.641824 -0.367 -0.629 -0.232
C 15.082105 13.950657 13.760099 -0.238 0.175 -1.118
S 15.119904 12.331288 12.919144 -0.229 -0.347 -0.295
H 11.664260 9.050023 8.271272 0.096 0.004 0.166
H 12.265249 5.669772 8.301968 0.111 -0.349 -0.069
H 14.092986 4.608204 9.753674 -0.175 -0.003 -0.206
H 15.502564 6.140575 11.192801 -0.598 -0.207 -0.517
H 14.945463 8.465827 11.327789 0.084 0.292 0.075
H 12.998280 13.915885 14.266531 -0.203 -0.046 0.204
H 13.583313 15.538306 13.900809 0.066 0.234 -0.082
H 15.390262 13.791084 14.779238 0.050 -0.048 0.408
H 15.765903 14.638911 13.261844 0.153 -0.130 0.059
O 8.564940 11.847489 13.038746 -0.419 -0.129 -0.115
Cl 9.769170 12.505469 12.703491 1.109 -0.423 -0.051
O 10.214150 13.338303 13.764298 -0.007 0.101 -0.359
O 10.824631 11.515506 12.342393 -0.641 0.538 0.278
O 9.616661 13.267720 11.430029 -0.549 0.265 0.855
C 8.396820 6.818632 6.394580 0.640 0.114 0.232
Ge 7.758395 7.625317 8.074913 -0.675 -0.442 -0.066
C 5.880422 8.210346 7.860510 0.287 -0.006 -1.209
C 7.923786 6.382787 9.591267 -0.338 -0.447 -0.232
C 8.666168 9.273146 8.417910 0.427 0.214 0.405
Se 8.631655 9.927641 10.250146 0.002 0.365 -0.089
C 6.918359 10.862085 10.214450 0.478 0.986 -1.268
H 7.567054 6.274137 5.967132 -0.144 -0.186 -0.331
H 9.224729 6.123538 6.584641 -0.264 0.029 0.103
H 8.803519 7.538910 5.669572 -0.422 -0.019 0.262
H 5.188435 7.387118 7.896810 -0.311 -0.468 -0.065
H 5.731367 8.735115 6.884447 0.222 -0.399 0.679
H 5.589987 8.893527 8.629481 -0.066 0.466 0.547
H 7.104399 5.641069 9.581036 0.266 0.334 -0.036
H 7.874961 6.926240 10.538421 0.120 -0.068 -0.123
H 8.858703 5.816188 9.521084 -0.050 0.220 0.130
H 8.231789 10.030016 7.784804 0.069 0.411 -0.216
H 9.716712 9.175273 8.191461 0.126 0.100 -0.177
H 6.109501 10.153563 10.251972 -0.265 -0.138 -0.046
H 6.866555 11.539894 9.300018 0.065 -1.001 1.115
H 6.919477 11.481811 11.096381 -0.080 0.168 0.294
```
Positions in Å, forces in eV/Å.

Calculated values
spin multiplicity: 2
HOMO (spin up / spin down): -0.17875 / -0.17887 Ha
Kohn-Sham gap (spin up / spin down): 0.25122 / 0.25130 Ha
net charge: -1
energy: -9098.23002 a.u.
ΔE to the lowest compared entry with this formula, charge and spin: 0.000 eV

natural (NBO) atomic charge list, values in e, 4 entries: 1.50, -0.29, -0.27, 0.28

# 3
Entry from the OMol25 dataset: C19H23ClN2O5 in the gas phase at a distorted geometry (the ωB97M-V functional and the def2-TZVPD basis).

The geometry in XYZ format:
```
50
Properties=species:S:1:pos:R:3:forces:R:3
C -2.499544 0.547055 3.032977 0.129 -0.106 0.164
O -3.154827 1.186882 1.957083 -0.354 0.083 -0.325
C -3.181766 0.562252 0.749615 -0.155 0.126 -0.176
C -2.721307 -0.731678 0.539727 0.030 0.049 0.070
C -2.835532 -1.316515 -0.711045 -0.158 0.310 -0.018
Cl -2.237991 -2.921367 -0.933792 0.093 -0.314 -0.053
C -3.415765 -0.645981 -1.769789 0.068 -0.090 0.083
C -3.834897 0.657748 -1.573825 -0.002 0.127 0.322
C -3.708722 1.281888 -0.342786 0.067 -0.230 0.022
O -4.107921 2.597232 -0.268296 -0.204 -0.319 0.082
C -3.215817 3.514229 0.352557 0.186 0.325 -0.084
C -1.796971 3.090166 0.168697 0.596 -0.208 0.917
C -0.851652 2.701091 1.072319 -0.314 0.361 -0.661
C 0.170605 2.124977 0.274705 -0.959 0.470 -0.174
C 1.266619 1.312829 0.867480 0.361 -0.165 -0.056
O 1.087809 0.880612 2.001788 -0.204 0.098 0.115
N 2.367544 1.038324 0.151874 0.041 -0.117 0.137
C 2.672520 1.523932 -1.172448 0.048 0.253 -0.431
C 3.329204 0.119147 0.720860 0.082 -0.517 0.150
C 3.159211 -1.320070 0.205485 -0.218 0.287 0.377
C 1.706707 -1.800995 0.265774 0.321 -0.242 0.050
C 1.616066 -3.226317 -0.273474 -0.096 0.165 -0.199
C 2.213609 -3.260235 -1.677958 0.253 0.051 0.247
C 3.632121 -2.694005 -1.636489 -0.128 -0.304 -0.326
O 3.664757 -1.383130 -1.117887 0.007 0.183 0.086
N -0.155019 2.204685 -0.994470 0.743 -0.528 -0.108
O -1.360782 2.803467 -1.069791 -0.475 0.373 0.055
H -1.443049 0.368586 2.809460 -0.017 0.010 -0.020
H -2.581719 1.236346 3.871867 0.030 -0.076 -0.013
H -2.989935 -0.394459 3.295372 0.004 0.024 -0.015
H -2.271876 -1.293448 1.341276 0.035 -0.044 0.090
H -3.511715 -1.116676 -2.734260 0.010 -0.067 -0.082
H -4.255271 1.227287 -2.386816 -0.025 0.102 -0.094
H -3.420911 3.592135 1.426389 0.105 0.021 -0.219
H -3.415370 4.474447 -0.133858 0.038 -0.109 0.118
H -0.863675 2.783901 2.136782 -0.105 -0.089 0.241
H 1.797469 1.987401 -1.616369 0.246 -0.032 -0.050
H 3.491782 2.246875 -1.119109 0.005 0.002 -0.042
H 2.990883 0.681667 -1.785874 -0.056 0.115 -0.030
H 3.189598 0.120590 1.803882 0.118 -0.013 -0.150
H 4.335636 0.463083 0.472208 -0.019 0.019 0.035
H 3.776504 -1.976586 0.845744 -0.052 0.080 -0.047
H 1.351609 -1.744360 1.294770 -0.037 0.066 0.027
H 1.086268 -1.145958 -0.349608 -0.042 0.070 0.014
H 0.576483 -3.554819 -0.295900 0.025 -0.051 0.068
H 2.173592 -3.903287 0.379316 -0.007 -0.061 0.039
H 2.239716 -4.278802 -2.066501 0.002 -0.026 -0.082
H 1.604076 -2.648876 -2.345924 -0.021 -0.009 -0.083
H 4.059461 -2.623023 -2.639227 0.017 -0.091 0.091
H 4.272186 -3.348247 -1.022515 -0.011 0.039 -0.060
```
Positions in Å, forces in eV/Å.

Calculated values
HOMO: -0.31014 Ha
Kohn-Sham gap: 0.33851 Ha
energy: -1683.65476 a.u.
ΔE to the lowest compared entry with this formula, charge and spin: 2.532 eV

natural (NBO) atomic charge list, values in e, 4 entries: -0.27, -0.51, 0.26, -0.27

# 4
Entry from the OMol25 dataset: a molecular structure, C19H23CrNO11P2S2 at a distorted geometry (the ωB97M-V functional and the def2-TZVPD basis).

The geometry in XYZ format:
```
59
Properties=species:S:1:pos:R:3:forces:R:3
Cr -1.394388 1.099563 -0.255659 0.984 0.564 0.254
O -2.989723 0.032825 0.568579 0.302 0.482 0.249
S -3.225675 -0.404976 -0.853279 -1.100 -1.305 -1.069
O -4.561197 -0.885019 -1.097281 0.056 0.209 0.068
O -2.878768 0.837310 -1.639078 0.396 0.108 0.251
O -2.173783 -1.420105 -1.143985 -0.101 0.238 0.343
C -2.657713 -1.130473 3.688641 0.004 0.153 -0.158
C -1.310721 -0.448060 3.580250 0.526 0.439 -0.347
O -0.506762 -0.804230 4.704785 -0.156 -0.058 0.081
P -1.419043 1.400993 3.662461 -0.050 0.291 0.603
O -1.906044 1.621873 5.194905 0.006 0.104 -0.059
O 0.105439 1.887333 3.763811 -0.011 -0.243 -0.431
O -2.247688 2.219222 2.759711 -0.136 -0.435 -0.150
P -0.261364 -0.835936 2.049313 0.468 0.303 0.064
O -0.949712 -1.982254 1.209546 -0.166 -0.066 0.116
O 1.018888 -1.316465 2.639999 -0.067 -0.073 -0.011
O -0.137611 0.465667 1.222559 -0.783 -0.246 0.130
H -3.126217 -0.846847 4.632912 -0.018 -0.013 0.000
H -2.509227 -2.210405 3.676495 0.007 -0.002 -0.037
H -3.296586 -0.843191 2.855868 -0.068 -0.011 -0.045
H 0.379310 -0.985106 4.326828 -0.082 -0.072 -0.054
H -2.471034 2.407406 5.173179 0.056 -0.148 -0.006
H 0.495120 1.771971 2.873613 0.003 0.055 0.163
H -1.588739 -1.720424 0.498052 0.274 -0.118 -0.068
C 2.047616 -3.767187 -0.562560 0.034 0.006 -0.057
C 2.077094 -3.240461 -2.006040 -0.012 0.012 0.037
C 0.754771 -3.599569 -2.700631 0.022 0.053 0.004
C 3.217555 -3.928574 -2.766705 -0.008 0.081 0.043
C 2.263203 -1.720206 -1.961854 -0.075 0.003 -0.015
C 3.513886 -1.128940 -2.163209 0.083 0.006 0.004
C 3.668943 0.256695 -2.121889 -0.027 0.056 0.012
C 2.572576 1.051292 -1.868506 -0.143 0.047 0.080
S 2.459827 2.808559 -1.794599 -0.026 -0.012 -0.015
C 0.760518 2.673070 -1.368921 0.035 -0.011 0.102
N 0.329778 1.375526 -1.292599 0.038 -0.324 -0.371
C 1.311097 0.479771 -1.589930 0.141 0.029 -0.061
C 1.169996 -0.910721 -1.671288 -0.025 0.145 0.101
C -0.162893 3.675420 -1.007605 0.020 -0.280 -0.107
C -0.024028 5.066921 -1.169813 0.016 -0.008 0.066
C -1.072245 5.901310 -0.803935 0.045 -0.087 0.076
C -2.246030 5.374024 -0.277655 -0.046 0.048 0.005
C -2.377556 3.983289 -0.113053 0.045 -0.101 0.000
C -1.360107 3.123803 -0.463304 -0.345 0.295 0.310
H 1.992251 -4.862145 -0.557674 -0.050 0.038 0.024
H 1.192789 -3.360803 -0.021365 -0.017 -0.021 0.036
H 2.948677 -3.461563 -0.024838 -0.013 -0.027 -0.023
H 0.678483 -4.684448 -2.822727 -0.001 0.009 0.038
H 0.698327 -3.135487 -3.688702 0.005 -0.029 0.007
H -0.108618 -3.264251 -2.126111 -0.006 -0.006 -0.031
H 2.967916 -4.979238 -2.937170 0.013 0.005 0.041
H 4.150640 -3.894226 -2.198531 -0.001 0.004 -0.060
H 3.383884 -3.450249 -3.735435 0.008 -0.057 0.005
H 4.391231 -1.735665 -2.344783 -0.033 -0.011 -0.035
H 4.647555 0.701177 -2.267534 -0.017 -0.015 -0.065
H 0.181676 -1.317901 -1.502855 0.006 -0.073 0.020
H 0.896012 5.472527 -1.580265 -0.043 0.032 -0.017
H -0.968322 6.975649 -0.919289 0.002 0.001 -0.021
H -3.055879 6.032438 0.018832 0.025 0.003 -0.010
H -3.287387 3.579494 0.320318 0.008 0.033 -0.011
```
Positions in Å, forces in eV/Å.

Calculated values
spin multiplicity: 5
HOMO (spin up / spin down): 0.01297 / -0.09393 Ha
Kohn-Sham gap (spin up / spin down): 0.15012 / 0.25558 Ha
net charge: -2
energy: -4144.18322 a.u.
ΔE to the lowest compared entry with this formula, charge and spin: 1.231 eV

natural (NBO) atomic charge list, values in e, 4 entries: 1.35, -1.00, 2.54, -0.98